One molecule with the formula C3H4ClF in a non-equilibrium geometry, computed with the ωB97M-V functional and the def2-TZVPD basis.

CARTESIAN COORDINATES (ANGSTROEM)
F1 -2.651 -0.385 -0.127
C1 -1.384 -0.172 0.327
C2 -0.633 0.624 -0.342
C3 0.673 0.865 0.282
Cl1 1.883 -0.436 -0.107
H1 -0.988 -0.592 1.271
H2 -0.838 1.079 -1.326
H3 1.221 1.799 0.121
H4 0.522 0.690 1.287

Values from the calculation:
Orbital gap (eV): 11.21
Relative energy (zero: lowest compared OMol25 entry of this formula, charge and spin) (kJ/mol): 54.7
SMILES string: F/C=C/CCl
DFT total energy (eV): -18414.507